No. 1
DFT (ωB97M-V/def2-TZVPD) results for a structure of composition C38H49BrN4O4RuS3Si.

Geometry as XYZ:
```
101
C38H49BrN4O4RuS3Si | the OMol25 dataset | ωB97M-V/def2-TZVPD
Ru 0.623 -1.542 0.586
S -1.652 -2.386 1.516
C -0.677 -3.778 1.761
N 0.594 -3.695 1.456
C 1.272 -4.899 1.709
C 2.622 -5.166 1.501
C 3.104 -6.422 1.819
C 2.265 -7.410 2.340
C 0.924 -7.155 2.554
C 0.440 -5.892 2.233
S -1.191 -5.298 2.394
H 3.266 -4.397 1.107
H 4.151 -6.643 1.663
H 2.669 -8.384 2.581
H 0.271 -7.916 2.959
O 2.802 -2.150 0.634
C 3.794 -1.765 0.004
C 3.836 -0.643 -0.880
C 5.096 -0.188 -1.304
C 5.171 0.941 -2.065
C 4.021 1.649 -2.440
C 2.785 1.198 -2.061
C 2.647 0.028 -1.274
O 1.465 -0.400 -0.961
N 6.491 1.436 -2.488
O 7.457 0.745 -2.233
O 6.528 2.521 -3.033
H 4.731 -2.321 0.151
H 6.000 -0.714 -1.026
H 4.133 2.545 -3.035
H 1.886 1.721 -2.354
S 1.342 -0.860 5.261
C 0.764 -1.502 3.794
N 1.138 -0.892 2.710
C 1.944 0.210 3.014
C 2.481 1.117 2.099
C 3.251 2.153 2.577
C 3.491 2.304 3.952
C 2.952 1.426 4.866
C 2.170 0.377 4.379
H 0.121 -2.369 3.776
H 2.276 1.023 1.042
H 3.673 2.865 1.881
H 4.102 3.126 4.299
H 3.127 1.549 5.926
C 0.628 -2.793 -4.637
C -0.587 -3.218 -3.804
C -1.828 -2.407 -4.200
C -0.850 -4.723 -3.936
C -0.290 -2.926 -2.387
N -0.061 -2.701 -1.287
H 0.419 -3.006 -5.686
H 1.522 -3.344 -4.345
H 0.824 -1.726 -4.531
H -2.083 -2.649 -5.232
H -1.635 -1.336 -4.133
H -2.680 -2.651 -3.566
H -1.078 -4.942 -4.979
H -1.697 -5.032 -3.324
H 0.024 -5.305 -3.643
C -5.206 2.596 0.338
C -4.054 1.677 0.794
C -4.103 1.561 2.325
C -4.314 0.266 0.240
Si -2.408 2.436 0.216
Br -0.887 0.700 0.530
C -1.664 3.778 1.347
C -0.419 4.418 0.715
C -1.225 3.261 2.728
C -2.727 4.877 1.556
C -2.274 2.774 -1.656
C -3.031 1.714 -2.470
C -0.831 2.769 -2.181
C -2.900 4.152 -1.953
H -6.148 2.197 0.726
H -5.300 2.641 -0.747
H -5.110 3.617 0.712
H -5.045 1.080 2.603
H -4.076 2.529 2.824
H -3.292 0.943 2.716
H -5.259 -0.091 0.660
H -3.540 -0.443 0.534
H -4.409 0.236 -0.842
H 0.354 3.678 0.495
H 0.003 5.129 1.431
H -0.639 4.972 -0.197
H -0.406 2.544 2.652
H -2.026 2.801 3.301
H -0.859 4.117 3.303
H -3.086 5.309 0.621
H -2.283 5.690 2.139
H -3.591 4.517 2.115
H -2.658 0.706 -2.272
H -2.878 1.923 -3.533
H -4.105 1.726 -2.291
H -0.349 1.804 -2.022
H -0.206 3.542 -1.739
H -0.866 2.954 -3.260
H -3.939 4.225 -1.627
H -2.889 4.319 -3.035
H -2.344 4.969 -1.496
```

ΔE to the lowest compared entry with this formula, charge and spin: 0.483 eV
2S+1: 6
LUMO energy (alpha / beta): -2.86 / -4.46 eV
Charge: +1
HOMO-LUMO gap (alpha / beta): 7.7 / 6.1 eV

Mulliken atomic charge list, values in e, 2 entries: number 1, Ru, carries 1.562; number 2, S, carries -0.297

---

No. 2
DFT (ωB97M-V/def2-TZVPD) results for a cluster of 5 separate species, C36H53Cl2I2NO15P in total at a distorted geometry.

Geometry as XYZ:
```
110
C36H53Cl2I2NO15P | the OMol25 dataset | ωB97M-V/def2-TZVPD
C 4.074 0.379 1.218
C 4.098 1.083 -0.132
O 3.881 0.186 -1.248
P 2.505 -0.493 -1.634
O 2.637 -1.362 -2.811
C 1.256 0.782 -1.858
C 0.797 1.559 -0.597
C -0.647 1.225 -0.278
N -0.704 -0.055 0.514
C -1.998 -0.116 1.238
C -3.117 -0.501 0.232
C -2.592 -1.051 -1.081
C -2.970 -0.369 -2.245
C -2.502 -0.739 -3.501
C -1.628 -1.823 -3.612
C -1.267 -2.523 -2.466
C -1.745 -2.174 -1.195
C -1.375 -3.062 -0.028
C -1.993 -1.080 2.465
Cl -3.097 -0.502 3.730
C -0.624 -1.448 3.057
C -0.022 -0.477 4.074
Cl -0.788 -3.079 3.786
C -2.201 1.355 1.655
C -1.638 2.171 0.464
C -1.294 3.623 0.703
I -2.530 4.905 -0.416
C -0.386 4.174 1.507
C -0.075 5.626 1.704
I 0.792 2.977 2.773
O 1.971 -1.251 -0.313
C 2.200 -2.687 -0.270
C 1.917 -3.203 1.133
H 4.785 0.848 1.894
H 4.342 -0.671 1.093
H 3.087 0.387 1.685
H 5.081 1.514 -0.297
H 3.408 1.927 -0.179
H 1.640 1.438 -2.639
H 0.415 0.219 -2.276
H 0.932 2.636 -0.693
H 1.416 1.260 0.249
H -1.122 1.009 -1.235
H -0.579 -0.818 -0.164
H 0.126 -0.098 1.111
H -3.638 0.419 -0.029
H -3.856 -1.158 0.693
H -3.640 0.480 -2.167
H -2.828 -0.189 -4.374
H -1.265 -2.130 -4.583
H -0.625 -3.392 -2.551
H -0.562 -2.673 0.598
H -2.232 -3.300 0.603
H -1.006 -4.016 -0.406
H -2.445 -2.015 2.150
H 0.062 -1.618 2.231
H -0.040 -0.911 5.070
H -0.532 0.484 4.073
H 1.027 -0.294 3.834
H -1.696 1.608 2.585
H -3.248 1.617 1.778
H -2.475 2.206 -0.231
H -0.538 5.992 2.623
H 1.000 5.762 1.826
H -0.389 6.221 0.851
H 3.238 -2.886 -0.535
H 1.564 -3.161 -1.017
H 1.472 -4.197 1.072
H 2.823 -3.289 1.728
H 1.206 -2.565 1.655
C -7.663 1.912 -4.339
C -6.980 1.497 -3.047
O -5.721 1.005 -3.523
C -5.464 1.574 -4.729
O -4.420 1.493 -5.289
O -6.546 2.234 -5.178
H -8.310 2.778 -4.237
H -8.219 1.094 -4.798
H -6.798 2.345 -2.383
H -7.504 0.715 -2.505
C -3.339 -0.668 7.969
C -2.864 0.479 7.094
O -2.438 1.440 8.058
C -2.133 0.790 9.213
O -1.591 1.282 10.141
O -2.533 -0.503 9.137
H -3.171 -1.651 7.535
H -4.390 -0.570 8.248
H -2.009 0.199 6.475
H -3.642 0.902 6.465
C 9.264 2.027 -1.162
C 9.481 3.478 -1.554
O 8.135 3.951 -1.703
C 7.322 3.169 -0.974
O 6.172 3.393 -0.758
O 7.982 2.083 -0.517
H 10.009 1.639 -0.473
H 9.188 1.367 -2.027
H 9.967 4.055 -0.767
H 10.024 3.606 -2.486
C 1.802 -5.386 -4.923
C 1.879 -3.875 -4.774
O 0.712 -3.450 -5.487
C -0.179 -4.471 -5.518
O -1.302 -4.369 -5.884
O 0.392 -5.605 -5.054
H 2.183 -5.932 -4.065
H 2.296 -5.741 -5.828
H 1.794 -3.550 -3.735
H 2.767 -3.431 -5.214
```

LUMO energy: -2.51 eV
Charge: +1
HOMO-LUMO gap: 9.1 eV

Mulliken atomic charge list, values in e, 2 entries: number 1, C, carries -0.946; number 2, C, carries 0.570

---

Number 1: E_tot -167353.6100 eV. Number 2: E_tot -120926.3427 eV.